Molecular formula: C6H10N2
Method: DFT, ωB97M-V/def2-TZVPD

Geometry (Å):
N1 -1.78 1.99 0.08
C1 -0.96 0.82 0.10
C2 -0.24 0.35 -1.15
C3 0.16 -1.18 -1.12
C4 1.32 -1.22 -0.09
C5 1.00 -1.08 1.40
N2 1.43 0.02 0.59
C6 0.49 0.96 0.06
H1 -1.68 2.39 1.00
H2 -2.81 1.72 -0.06
H3 -1.24 -0.05 0.79
H4 -0.44 0.96 -2.07
H5 0.63 -1.47 -2.05
H6 -0.67 -1.83 -0.84
H7 2.24 -1.77 -0.41
H8 -0.05 -1.20 1.72
H9 1.77 -1.40 2.11
H10 0.82 2.00 -0.05

- LUMO level (eV) = 1.06
- E_HOMO (eV) = -8.82

Atomic partial charges in e from the natural (NBO) method, atoms 1 to 4:
1 N -0.820
2 C -0.075
3 C -0.246
4 C -0.435



Molecular formula: C6H10N2O
Method: DFT, ωB97M-V/def2-TZVPD

Geometry (Å):
C1 -0.15 -0.38 0.30
C2 -0.02 -1.62 -0.55
C3 -0.67 -0.68 1.70
C4 0.87 0.71 0.15
C5 1.98 0.68 -0.76
C6 0.05 1.89 0.27
N1 -1.14 0.74 -0.35
N2 -1.69 0.73 -1.45
O1 2.55 -0.32 -1.17
H1 -1.71 -0.22 -1.84
H2 2.35 1.69 -1.05
H3 -0.95 -2.19 -0.53
H4 0.26 -1.40 -1.58
H5 0.77 -2.25 -0.15
H6 -0.81 0.23 2.29
H7 0.07 -1.30 2.21
H8 -1.61 -1.22 1.66
H9 -0.42 2.16 1.20
H10 0.28 2.75 -0.36

- LUMO level (alpha / beta) (eV) = -0.35 / -0.35
- E_HOMO (alpha / beta) (eV) = -7.94 / -7.94

Atomic partial charges in e from the natural (NBO) method, atoms 1 to 4:
1 C 0.125
2 C -0.662
3 C -0.622
4 C -0.305



Listing electronic energy for the structures above in their given order: -344.03384; -419.22170 Ha.
Listing ΔE to the lowest compared entry with this formula, charge and spin for the structures above in their given order: 270.1; 432.7 kJ/mol.